(1)
The following is a DFT calculation (ωB97M-V/def2-TZVPD) of a molecular structure, C16H25GaN5O5.

## Properties
**E**: -87049.4048 eV
**ΔE to the lowest compared entry with this formula, charge and spin**: 351.6 kJ/mol
**HOMO-LUMO gap (spin up / spin down)**: 6.854 / 6.262 eV
**E_HOMO (spin up / spin down)**: -10.40 / -10.10 eV

```
! wB97M-V def2-TZVPD RIJCOSX def2/J DEFGRID3
* xyz 1 1
O 2.3922 1.0328 -3.1265
H 3.0892 1.6641 -3.3654
Ga 0.8662 0.1466 -0.3931
N -0.9919 0.1975 -1.1805
N 0.9241 -1.0213 -2.0927
O -2.0673 0.9515 -0.6340
O 2.1427 -1.4564 -2.6594
C -1.2412 -0.3733 -2.3708
C -0.1196 -1.0059 -2.9317
C -2.5713 -0.3106 -3.0211
C -0.0416 -1.5693 -4.2952
H -3.1857 0.4967 -2.6092
H -3.1126 -1.2623 -2.9016
H -2.4545 -0.1378 -4.0989
H 0.9904 -1.8641 -4.5143
H -0.3695 -0.8285 -5.0399
H -0.6920 -2.4490 -4.3897
H -2.7497 0.2698 -0.4596
H 2.4959 -0.5817 -3.0439
O 2.5480 -1.3234 -0.0551
H 2.3728 -1.9060 0.7121
H 2.6432 -1.8790 -0.8609
C 1.8395 1.4600 -1.6480
H 2.5638 0.8984 -1.0128
H 0.7403 1.4238 -1.8483
H 2.0677 2.5182 -1.4814
O -2.8580 3.1754 1.0073
H -2.5029 2.7775 0.1895
H -2.4233 4.0391 1.0683
C -3.6736 -1.8820 3.0297
C -3.5211 -0.5759 2.5507
C -2.3131 -0.1749 1.9870
C -1.2649 -1.1029 1.8380
C -1.4101 -2.4100 2.3463
C -2.6092 -2.7933 2.9403
N -0.0254 -0.7030 1.3313
N 0.9786 -0.9317 2.2148
C 1.7794 0.1811 2.2883
C 2.6365 0.3818 3.3862
C 3.3878 1.5465 3.4271
C 3.2410 2.4902 2.4002
C 2.3923 2.2286 1.3345
N 1.7188 1.0586 1.2404
H -4.6189 -2.1893 3.4826
H -4.3376 0.1430 2.6285
H -2.1426 0.8667 1.7217
H -0.5571 -3.0855 2.2762
H -2.7111 -3.8059 3.3335
H 2.6398 -0.4078 4.1375
H 4.0811 1.7276 4.2450
H 3.7985 3.4245 2.4034
H 2.2363 2.9312 0.5139
*
```

(2)
The following is a DFT calculation (ωB97M-V/def2-TZVPD) of a molecular structure, C16H25GaN5O6.

## Properties
**E**: -89093.5495 eV
**ΔE to the lowest compared entry with this formula, charge and spin**: 0.0 kJ/mol
**HOMO-LUMO gap (spin up / spin down)**: 4.157 / 4.071 eV
**E_HOMO (spin up / spin down)**: -11.15 / -11.11 eV

```
! wB97M-V def2-TZVPD RIJCOSX def2/J DEFGRID3
* xyz 1 1
O 1.6081 -0.7661 -4.5527
H 1.0221 -0.0302 -4.8065
Ga -0.9948 0.1514 -1.5436
N -0.7378 1.7767 -0.2691
N 0.8445 0.9225 -2.1096
N -1.8631 -0.9059 -0.1835
N -0.3680 -1.6132 -2.1337
O -1.4619 2.0535 0.7802
O -2.4146 -0.4094 0.9520
O 0.6329 -1.9964 -2.8094
O 1.8081 0.3752 -2.6816
C 1.1615 2.1530 -1.6073
C 0.2236 2.6282 -0.6543
C -1.9774 -2.1869 -0.5053
C -1.1183 -2.6080 -1.5705
C 0.4037 3.8761 0.1257
H 0.8108 3.6546 1.1140
H -0.5448 4.3935 0.2674
H 1.0857 4.5854 -0.3427
C 2.4741 2.7481 -1.9519
H 2.5360 2.9717 -3.0304
H 3.2863 2.0356 -1.7335
H 2.6443 3.6637 -1.3634
C -2.8469 -3.1057 0.2763
C -0.9107 -4.0550 -1.8687
H -3.4077 -2.5295 1.0161
H -2.2105 -3.8238 0.8014
H -3.5419 -3.6510 -0.3761
H -0.1089 -4.1758 -2.6052
H -1.8569 -4.4965 -2.2533
H -0.6280 -4.5709 -0.9302
H -2.1004 0.5622 0.9843
H 1.0030 -1.2591 -3.9247
C -2.5289 0.8492 -2.2080
H -2.7670 1.8803 -1.9503
H -3.3782 0.2438 -1.8830
H -2.3060 0.7554 -3.2801
O -3.5495 4.0750 0.3243
H -4.4444 3.7161 0.4256
H -2.9391 3.3741 0.6161
N 0.7797 -0.5434 0.3301
C 1.2611 -0.6670 1.3769
C 1.8496 -0.7891 2.6859
C 1.2345 -0.1536 3.7633
C 1.7965 -0.2741 5.0349
C 2.9616 -1.0077 5.2434
C 3.5631 -1.6316 4.1540
C 3.0256 -1.5303 2.8710
H 0.3252 0.4263 3.5863
H 1.3125 0.2153 5.8635
H 3.3925 -1.0916 6.2389
H 4.4645 -2.2030 4.2924
H 3.4944 -2.0119 2.0047
*
```

(3)
The following is a DFT calculation (ωB97M-V/def2-TZVPD) of a molecular structure, C16H25HgN5O6.

## Properties
**E**: -40899.8503 eV
**ΔE to the lowest compared entry with this formula, charge and spin**: 0.0 kJ/mol
**HOMO-LUMO gap (spin up / spin down)**: 5.384 / 5.508 eV
**E_HOMO (spin up / spin down)**: -6.07 / -6.20 eV

```
! wB97M-V def2-TZVPD RIJCOSX def2/J DEFGRID3
* xyz 0 1
O -1.1611 -0.3987 -4.9958
H -0.4151 -0.1683 -5.5709
Hg -0.2092 0.0298 -1.5428
N -0.2415 1.8467 0.1208
N 1.1222 1.6393 -2.1205
N -1.6303 -0.8997 0.0742
N -0.9928 -1.8933 -2.2234
O -0.9449 1.9593 1.1963
O -1.9670 -0.3626 1.2519
O -0.7672 -2.4379 -3.4516
O 1.4962 1.6781 -3.3260
C 1.5182 2.5972 -1.2364
C 0.7796 2.7121 -0.0227
C -1.9023 -2.1887 -0.0628
C -1.5027 -2.7404 -1.3338
C 1.0535 3.7128 1.0417
H 1.3239 3.2279 1.9905
H 0.1612 4.3247 1.2277
H 1.8742 4.3706 0.7475
C 2.6319 3.4804 -1.6592
H 2.4682 3.8373 -2.6837
H 3.5818 2.9267 -1.6602
H 2.7369 4.3362 -0.9899
C -2.5474 -3.0062 1.0013
C -1.6437 -4.1582 -1.7388
H -3.0631 -2.3545 1.7123
H -1.7920 -3.5864 1.5525
H -3.2644 -3.7108 0.5609
H -0.8178 -4.4558 -2.3949
H -2.5853 -4.3192 -2.2838
H -1.6582 -4.8037 -0.8562
H -1.5829 0.6063 1.2146
H -0.8587 -1.6636 -4.1130
C -1.6124 0.8245 -4.3519
H -0.7650 1.4729 -4.0836
H -2.2041 0.5565 -3.4698
H -2.2742 1.3446 -5.0570
O -3.8890 2.1300 -0.8112
H -4.0410 1.2203 -0.4942
H -3.1240 2.4219 -0.2647
N 1.5354 -0.7839 0.1979
C 1.7213 -0.7795 1.3521
C 1.9928 -0.7897 2.7441
C 1.1126 -0.1469 3.6256
C 1.3956 -0.1386 4.9882
C 2.5496 -0.7621 5.4682
C 3.4220 -1.4095 4.5852
C 3.1467 -1.4279 3.2187
H 0.2150 0.3423 3.2322
H 0.7085 0.3606 5.6786
H 2.7749 -0.7438 6.5375
H 4.3194 -1.9003 4.9634
H 3.8158 -1.9285 2.5151
*
```

(4)
The following is a DFT calculation (ωB97M-V/def2-TZVPD) of a molecular structure, C16H25HoN7O.

## Properties
**<S²>**: 6.005
**E**: -55251.3885 eV
**HOMO-LUMO gap (spin up / spin down)**: 9.737 / 9.771 eV
**E_HOMO (spin up / spin down)**: -18.70 / -18.70 eV

```
! wB97M-V def2-TZVPD RIJCOSX def2/J DEFGRID3
* xyz 3 5
Ho -0.1432 0.5071 1.1680
C 1.1614 2.1802 -1.0006
C 2.1743 1.2090 -0.3446
N 1.6104 -0.1594 -0.3736
C 2.2408 -1.2777 0.3910
C 1.1055 -2.2129 0.8514
C 1.1541 -3.5269 1.2764
C -0.0636 -4.1689 1.5207
C -1.2871 -3.5394 1.2845
C -1.2587 -2.2261 0.8504
C -2.4132 -1.3157 0.4015
N -1.8109 -0.1892 -0.3774
C -2.3956 1.1740 -0.3096
C -1.4084 2.1743 -0.9624
N -0.1105 2.3456 -0.2096
N -0.0797 -1.6159 0.7223
H 0.9182 1.8042 -1.9947
H 1.6537 3.1425 -1.1321
H 2.3624 1.5077 0.7018
H 3.1245 1.2928 -0.8756
H 1.5615 -0.4480 -1.3442
H 2.7934 -0.8802 1.2479
H 2.9417 -1.8524 -0.2146
H 2.0890 -4.0590 1.3916
H -0.0575 -5.1989 1.8539
H -2.2177 -4.0764 1.4142
H -2.9627 -0.9303 1.2630
H -3.1134 -1.9048 -0.1913
H -1.7839 -0.4724 -1.3491
H -2.5980 1.4388 0.7422
H -3.3487 1.2493 -0.8352
H -1.9184 3.1325 -1.0500
H -1.1883 1.8326 -1.9739
H -0.1085 3.2921 0.1528
C -2.3226 -0.1620 5.3444
N -0.9027 0.1014 5.0578
C 0.0503 0.0843 6.0323
C 1.3481 0.3302 5.7481
C 1.7043 0.6073 4.4044
N 0.7564 0.5913 3.4324
C -0.5325 0.3648 3.7830
O -1.3992 0.4057 2.8507
N 2.9593 0.8691 4.0704
H -2.4686 -0.2110 6.4188
H -2.6211 -1.1066 4.8931
H -2.9384 0.6340 4.9348
H -0.2842 -0.1243 7.0395
H 2.0974 0.3425 6.5260
H 3.6754 0.9257 4.7799
H 3.2038 1.1992 3.1535
*
```

(5)
The following is a DFT calculation (ωB97M-V/def2-TZVPD) of a molecular structure, C16H25MgN5O6.

## Properties
**E**: -42171.2744 eV
**HOMO-LUMO gap (spin up / spin down)**: 7.730 / 4.899 eV
**E_HOMO (spin up / spin down)**: -8.29 / -6.31 eV

```
! wB97M-V def2-TZVPD RIJCOSX def2/J DEFGRID3
* xyz 0 1
O -1.0310 0.0537 -2.9589
H -0.9308 -0.8292 -3.3823
Mg -0.5508 -0.0854 -1.0203
N 1.1887 -1.1990 0.2378
N -0.0425 -2.1683 -1.8897
N -0.2874 1.4366 0.7222
N -2.0249 1.5440 -1.1515
O 1.8706 -0.7630 1.2599
O 0.5681 1.3648 1.7833
O -2.7090 1.7275 -2.3204
O -0.4309 -2.5781 -3.0307
C 0.6690 -3.0464 -1.1469
C 1.2734 -2.5345 0.0423
C -1.1954 2.4013 0.8442
C -2.1548 2.4891 -0.2472
C 1.9608 -3.3734 1.0593
H 1.4343 -3.3129 2.0223
H 2.9868 -3.0175 1.2147
H 1.9912 -4.4200 0.7537
C 0.7427 -4.4530 -1.5987
H 0.9253 -4.4780 -2.6784
H -0.2177 -4.9530 -1.4140
H 1.5295 -4.9991 -1.0782
C -1.2984 3.3080 2.0225
C -3.1894 3.5596 -0.3005
H -0.4677 3.1223 2.7077
H -2.2485 3.1372 2.5479
H -1.2857 4.3568 1.6993
H -3.8037 3.4149 -1.1930
H -2.7154 4.5492 -0.3374
H -3.8230 3.5197 0.5951
H 1.1400 0.5273 1.5676
H -2.2096 1.0151 -2.8739
C 0.7223 0.8080 -2.2681
H 1.4377 -0.0127 -2.2201
H 0.7514 1.5278 -1.4374
H 0.7858 1.3244 -3.2175
O 3.9892 1.2871 0.5663
H 3.5360 2.1476 0.6979
H 3.3232 0.6309 0.8547
N -1.7273 -1.1170 0.4591
C -1.9336 -1.4894 1.5467
C -2.1289 -1.9366 2.8856
C -1.1115 -1.7360 3.8334
C -1.2890 -2.1740 5.1502
C -2.4787 -2.8075 5.5224
C -3.4944 -3.0088 4.5793
C -3.3210 -2.5746 3.2625
H -0.1914 -1.2345 3.5258
H -0.4936 -2.0156 5.8807
H -2.6164 -3.1467 6.5525
H -4.4240 -3.5042 4.8663
H -4.1033 -2.7250 2.5155
*
```

(6)
The following is a DFT calculation (ωB97M-V/def2-TZVPD) of a molecular structure, C16H25N5O5Rh.

## Properties
**<S²>**: 6.033
**E**: -37680.1154 eV
**ΔE to the lowest compared entry with this formula, charge and spin**: 74.4 kJ/mol
**HOMO-LUMO gap (spin up / spin down)**: 6.903 / 4.544 eV
**E_HOMO (spin up / spin down)**: -10.16 / -11.27 eV

```
! wB97M-V def2-TZVPD RIJCOSX def2/J DEFGRID3
* xyz 1 5
O -1.4373 -5.2077 0.1064
H -1.3764 -6.1327 0.4224
Rh 0.0487 -0.1553 0.0757
N 1.9673 0.4401 0.0639
N 1.1558 -1.7584 -0.8078
O 2.5143 1.5562 0.6893
O 0.7403 -2.9659 -1.3368
C 2.9295 -0.3164 -0.4668
C 2.4505 -1.5438 -1.0240
C 4.3350 0.1629 -0.4491
C 3.2737 -2.4910 -1.8252
H 4.4942 0.8634 0.3743
H 4.5713 0.6846 -1.3985
H 5.0368 -0.6857 -0.3550
H 2.6514 -3.0815 -2.5044
H 3.8469 -3.1800 -1.1743
H 4.0071 -1.9156 -2.4180
H 1.7923 2.1375 1.0102
H -0.1702 -3.1590 -1.0200
O 0.1462 0.6144 -2.9265
H 0.9297 0.8725 -2.4047
H -0.1842 -0.2014 -2.4753
C -1.1319 -4.3714 1.2323
H -1.9001 -3.5928 1.2392
H -0.1102 -3.9726 1.1284
H -1.1931 -4.8827 2.2106
O 0.4368 -0.7037 2.7587
H 1.3598 -0.5655 2.4663
H 0.0246 0.1923 2.7363
C 0.1231 5.5475 -0.4309
C 0.2157 4.9861 0.8480
C -0.0640 3.6321 1.0578
C -0.5189 2.8910 -0.0538
C -0.6399 3.4500 -1.3272
C -0.2808 4.7725 -1.5259
N -0.9789 1.5443 0.0468
N -2.2277 1.4787 -0.4919
C -2.8222 0.3568 -0.0043
C -4.2177 0.0527 -0.0564
C -4.7044 -0.8219 0.8946
C -3.8035 -1.4692 1.7482
C -2.4354 -1.3018 1.5694
N -1.9491 -0.4883 0.6258
H 0.3599 6.5987 -0.5835
H 0.5231 5.6107 1.6869
H 0.0087 3.1408 2.0370
H -0.9859 2.7988 -2.1410
H -0.3463 5.1752 -2.5368
H -4.8294 0.5535 -0.8225
H -5.7768 -1.0565 0.9488
H -4.1590 -2.1962 2.4702
H -1.6994 -1.8963 2.1131
*
```

(7)
The following is a DFT calculation (ωB97M-V/def2-TZVPD) of a molecular structure, C16H25N5O5Tl.

## Properties
**E**: -39363.4998 eV
**ΔE to the lowest compared entry with this formula, charge and spin**: 588.3 kJ/mol
**HOMO-LUMO gap (spin up / spin down)**: 6.087 / 6.175 eV
**E_HOMO (spin up / spin down)**: -10.03 / -10.28 eV

```
! wB97M-V def2-TZVPD RIJCOSX def2/J DEFGRID3
* xyz 1 1
O 4.3744 2.4261 -2.2442
H 4.5923 2.8613 -3.0808
Tl 0.3655 0.2284 -0.3065
N -1.6660 -0.3550 -1.2679
N 0.7309 -0.3644 -2.3238
O -2.9661 -0.3542 -0.6186
O 2.0974 -0.3830 -2.7800
C -1.6003 -0.8010 -2.5505
C -0.2635 -0.8697 -3.1124
C -2.7921 -1.2282 -3.2916
C 0.0434 -1.3862 -4.4428
H -3.6918 -0.7685 -2.8909
H -2.8699 -2.3208 -3.2454
H -2.6470 -0.9332 -4.3392
H 1.0761 -1.7125 -4.5209
H -0.1626 -0.6027 -5.1785
H -0.6373 -2.2249 -4.6252
H -2.8291 -0.0597 0.3144
H 2.6287 0.1899 -2.1782
O 0.3744 -2.2607 0.0714
H -0.5331 -1.9216 -0.1535
H 1.1044 -1.8823 -0.4745
C 3.0817 2.9247 -1.8990
H 2.9273 2.6580 -0.8416
H 2.3062 2.4113 -2.5084
H 3.0188 4.0342 -2.0257
O -0.8107 2.2999 -0.5522
H -1.3274 1.6481 -1.1038
H -0.8477 2.0578 0.4086
C -3.0534 -3.0073 3.7074
C -3.5238 -1.7236 3.3972
C -2.7324 -0.8257 2.6786
C -1.4311 -1.2444 2.3646
C -0.9336 -2.5238 2.6534
C -1.7631 -3.4074 3.3296
N -0.5223 -0.2610 1.9057
N 0.6363 -0.3435 2.5386
C 1.5789 0.6468 2.2645
C 2.4272 1.1070 3.2693
C 2.8703 2.4189 3.1118
C 2.5186 3.2120 2.0145
C 1.7814 2.6235 0.9620
N 1.6728 1.2702 1.0420
H -3.6901 -3.7050 4.2521
H -4.5183 -1.4060 3.7127
H -3.0094 0.2169 2.4868
H 0.0953 -2.7687 2.3733
H -1.3730 -4.3935 3.5700
H 2.4377 0.5379 4.1759
H 3.4689 2.8757 3.9016
H 2.7224 4.2350 1.8954
H 1.2636 3.1551 0.1549
*
```

(8)
The following is a DFT calculation (ωB97M-V/def2-TZVPD) of C16H25NO2 in the gas phase.

## Properties
**E**: -22581.8610 eV
**SMILES**: CCOc1ccccc1OCCCCN1CCCC1
**ΔE to the lowest compared entry with this formula, charge and spin**: 158.0 kJ/mol
**HOMO-LUMO gap**: 8.904 eV
**E_HOMO**: -8.02 eV

```
! wB97M-V def2-TZVPD RIJCOSX def2/J DEFGRID3
* xyz 0 1
C 5.4698 0.7113 0.2715
C 4.1569 1.1981 0.8781
O 3.0435 0.9413 0.0494
C 2.5267 -0.3254 -0.0415
C 2.9546 -1.4007 0.7271
C 2.4028 -2.6616 0.5747
C 1.4088 -2.8727 -0.3595
C 0.9554 -1.8077 -1.1144
C 1.4854 -0.5307 -0.9685
O 0.9645 0.4149 -1.8088
C 0.7712 1.7436 -1.3567
C -0.0578 1.8231 -0.0736
C -1.3999 1.1123 -0.2219
C -2.1716 1.0845 1.1051
N -3.3778 0.2863 1.1540
C -4.4448 0.6697 0.2478
C -4.3335 -0.2231 -1.0045
C -3.5781 -1.4662 -0.5127
C -3.2092 -1.1430 0.9529
H 6.2969 0.9863 0.9204
H 5.6162 1.1706 -0.7029
H 5.4632 -0.3682 0.1429
H 4.1744 2.2886 0.9684
H 4.0056 0.7765 1.8796
H 3.7384 -1.2682 1.4559
H 2.7642 -3.4746 1.1860
H 0.9802 -3.8536 -0.4957
H 0.1773 -1.9416 -1.8503
H 1.7295 2.2533 -1.2153
H 0.2341 2.2191 -2.1831
H 0.5061 1.3662 0.7425
H -0.2105 2.8756 0.1735
H -1.2182 0.0893 -0.5519
H -1.9916 1.6178 -0.9874
H -2.4510 2.1062 1.3825
H -1.5111 0.7010 1.8897
H -4.3984 1.7335 0.0179
H -5.3948 0.4686 0.7558
H -5.3179 -0.4702 -1.3983
H -3.7747 0.2834 -1.7906
H -4.1971 -2.3607 -0.5647
H -2.6848 -1.6443 -1.1102
H -2.1971 -1.4553 1.2095
H -3.9060 -1.6534 1.6271
*
```